[1]
Molecular formula: C3H5CoO3
Method: DFT, ωB97M-V with the def2-TZVPD basis set

Atoms and positions in Å:
H1 2.08810 -1.92037 -0.35975
C1 1.27927 -1.20192 -0.22836
C2 0.13842 -1.43360 -0.92125
O1 -1.11496 -1.01642 -0.68328
C3 -1.24198 0.19042 -0.01899
O2 -2.53274 0.57550 -0.21770
Co1 0.29471 0.48767 1.29051
O3 1.86267 1.15228 1.82535
H2 1.72256 -0.26860 0.11668
H3 2.70718 0.70316 1.84329
H4 0.12802 -2.21411 -1.68701
H5 -2.91173 0.84138 0.62459

Summary:
net charge	+1
2S+1	6
ΔE to the lowest compared entry with this formula, charge and spin	23.6	kcal/mol
HOMO-LUMO gap (spin up / spin down)	6.90 / 6.66	eV
electronic energy	-46947.220	eV
highest occupied orbital energy (spin up / spin down)	-12.13 / -15.32	eV

---

[2]
Molecular formula: C3H5CsLiO3
Method: DFT, ωB97M-V with the def2-TZVPD basis set

Atoms and positions in Å:
O1 -0.90608 0.10228 0.94954
C1 -0.18738 -1.06570 0.64719
C2 -1.73630 0.40028 -0.16400
O2 0.95216 -1.16439 1.25546
O3 -0.08985 -1.11740 -0.77374
C3 -0.90719 -0.09598 -1.34858
Cs1 3.72120 -1.78139 -0.52547
H1 -1.92427 1.47851 -0.18758
H2 -2.68820 -0.14312 -0.07362
H3 -0.26521 0.69862 -1.75472
H4 -1.51863 -0.52240 -2.15160
H5 4.50195 2.39124 1.92780
Li1 1.04781 0.81945 2.19933

Summary:
2S+1	2
ΔE to the lowest compared entry with this formula, charge and spin	74.2	kcal/mol
HOMO-LUMO gap (spin up / spin down)	4.26 / 4.16	eV
electronic energy	-10082.953	eV
highest occupied orbital energy (spin up / spin down)	-5.09 / -5.01	eV

---

[3]
Molecular formula: C3H5CsO4
Method: DFT, ωB97M-V with the def2-TZVPD basis set

Atoms and positions in Å:
O1 1.04722 1.77236 -0.85111
C1 1.05164 0.87068 -0.01782
C2 -1.21583 -0.75730 -0.44043
O2 0.14129 -1.02926 -0.65862
O3 0.08737 0.65372 0.93567
C3 -1.21584 0.54919 0.35748
H1 -1.87757 -1.48344 0.06759
H2 -1.75288 -0.58129 -1.39169
H3 -1.98004 0.67612 1.13118
H4 -1.39659 1.33039 -0.39679
O4 2.24819 0.61031 0.63001
H5 2.93138 0.47802 -0.03695
Cs1 1.93165 -3.08950 0.67148

Summary:
ΔE to the lowest compared entry with this formula, charge and spin	44.7	kcal/mol
HOMO-LUMO gap	6.40	eV
electronic energy	-11928.275	eV
highest occupied orbital energy	-7.30	eV

---

[4]
Molecular formula: C3H5CuO3
Method: DFT, ωB97M-V with the def2-TZVPD basis set

Atoms and positions in Å:
O1 0.42616 0.01337 1.06214
C1 -0.10003 -0.37003 2.33824
H1 0.75918 -0.43999 3.01042
H2 -0.79418 0.39831 2.69870
H3 -0.60137 -1.34144 2.26739
O2 -1.72331 -0.52783 0.09037
O3 0.21103 0.45977 -1.05866
C2 -0.37578 0.18424 -0.01123
C3 -2.24614 0.82397 0.16615
H4 -2.22376 1.18076 1.21744
H5 -2.94267 0.90596 -0.68977
Cu1 2.19190 0.52500 -0.20456

Summary:
ΔE to the lowest compared entry with this formula, charge and spin	79.7	kcal/mol
HOMO-LUMO gap (spin up / spin down)	4.23 / 4.22	eV
electronic energy	-53968.414	eV
highest occupied orbital energy (spin up / spin down)	-5.99 / -5.98	eV

---

[5]
Molecular formula: C3H5F
Method: DFT, ωB97M-V with the def2-TZVPD basis set

Atoms and positions in Å:
C1 -1.08835 -0.22680 -0.10681
C2 0.22490 0.30065 -0.16726
C3 1.47673 -0.26089 -0.16606
H1 -1.42219 -0.35489 0.97859
H2 -1.29524 -1.24715 -0.43257
H3 -1.87095 0.54784 -0.50464
H4 2.25286 0.52350 -0.11458
H5 1.64570 -0.95460 0.53854
F1 0.07653 1.67234 -0.02521

Summary:
SMILES	C=C(C)F
ΔE to the lowest compared entry with this formula, charge and spin	27.3	kcal/mol
HOMO-LUMO gap	10.27	eV
electronic energy	-5907.448	eV
highest occupied orbital energy	-9.31	eV

---

[6]
Molecular formula: C3H5F2N
Method: DFT, ωB97M-V with the def2-TZVPD basis set

Atoms and positions in Å:
C1 -0.29287 -0.03367 -1.19247
C2 -1.07825 0.24868 0.26778
C3 0.33668 -0.31565 0.17100
N1 1.33058 0.49250 0.71870
F1 -2.11199 -0.61785 0.44006
F2 0.38365 -1.71559 0.55890
H1 -0.62121 -0.82723 -1.72756
H2 -0.07073 0.74003 -1.82391
H3 -1.25890 1.40127 0.37250
H4 1.20560 0.48710 1.71310
H5 2.17742 0.14042 0.50190

Summary:
SMILES	N[C@]1(F)C[C@H]1F
ΔE to the lowest compared entry with this formula, charge and spin	29.3	kcal/mol
HOMO-LUMO gap	11.08	eV
electronic energy	-10115.064	eV
highest occupied orbital energy	-10.01	eV

---

[7]
Molecular formula: C3H5F2N
Method: DFT, ωB97M-V with the def2-TZVPD basis set

Atoms and positions in Å:
C1 0.19239 0.55023 1.00835
C2 0.95536 0.54786 -0.29687
C3 -0.00075 -0.57764 0.04667
N1 -1.19822 -0.57365 -0.73096
F1 2.30849 0.49919 -0.37153
F2 0.53119 -1.79662 0.52480
H1 0.80422 0.13714 1.79419
H2 -0.69926 1.31279 1.09675
H3 0.56248 1.24274 -1.06521
H4 -1.29857 -0.92165 -1.61693
H5 -2.15734 -0.42040 -0.38927

Summary:
SMILES	N[C@]1(F)C[C@H]1F
ΔE to the lowest compared entry with this formula, charge and spin	23.1	kcal/mol
HOMO-LUMO gap	10.91	eV
electronic energy	-10115.334	eV
highest occupied orbital energy	-9.94	eV

---

[8]
Molecular formula: C3H5F2N2
Method: DFT, ωB97M-V with the def2-TZVPD basis set

Atoms and positions in Å:
C1 0.71871 1.18892 -0.12532
C2 -1.38800 0.19047 -0.02185
C3 -0.68554 -1.10758 0.20987
N1 -0.53879 1.37395 -0.07375
N2 1.35494 -0.08264 0.01267
F1 2.20915 -0.48457 -1.02755
F2 1.99296 -0.24511 1.14337
H1 1.39632 1.97495 -0.39366
H2 -1.84925 0.22558 -0.96504
H3 -2.30922 0.27601 0.74504
H4 -0.23126 -1.50207 1.21620
H5 -0.67002 -1.80792 -0.71997

Summary:
net charge	+1
ΔE to the lowest compared entry with this formula, charge and spin	174.1	kcal/mol
HOMO-LUMO gap	9.59	eV
electronic energy	-11592.229	eV
highest occupied orbital energy	-16.53	eV

---

[9]
Molecular formula: C3H5F2N3
Method: DFT, ωB97M-V with the def2-TZVPD basis set

Atoms and positions in Å:
C1 1.80223 0.11671 0.17733
C2 -0.58228 -0.73632 -0.36289
C3 0.45777 -0.08695 0.48877
N1 2.90425 0.34585 0.04457
N2 -0.57377 -0.43089 -1.71216
N3 0.08630 0.39448 1.68822
F1 -1.81025 -0.57853 0.25421
F2 -0.24042 2.02059 -0.75430
H1 -0.33600 -1.91883 -0.08997
H2 -1.29178 -0.67010 -2.38086
H3 -0.28974 0.55429 -1.88738
H4 -0.83358 0.14928 2.06418
H5 0.70728 0.84044 2.47028

Summary:
ΔE to the lowest compared entry with this formula, charge and spin	46.7	kcal/mol
HOMO-LUMO gap (spin up / spin down)	7.33 / 7.33	eV
electronic energy	-13094.042	eV
highest occupied orbital energy (spin up / spin down)	-9.37 / -9.37	eV

---

[10]
Molecular formula: C3H5F2P
Method: DFT, ωB97M-V with the def2-TZVPD basis set

Atoms and positions in Å:
C1 -0.70688 1.07745 -1.26955
C2 0.41498 0.89505 -0.57703
C3 0.46025 -0.10588 0.48174
F1 -0.55928 0.67710 1.71128
F2 1.64553 -0.22975 1.14163
P1 -0.52851 -1.61408 0.53145
H1 -0.78438 1.81185 -2.16495
H2 -1.42554 0.16518 -1.28706
H3 1.29926 1.51358 -0.53838
H4 -0.33853 -1.62831 1.83886
H5 0.52311 -2.56219 0.13200

Summary:
ΔE to the lowest compared entry with this formula, charge and spin	76.4	kcal/mol
HOMO-LUMO gap	10.05	eV
electronic energy	-17912.787	eV
highest occupied orbital energy	-10.28	eV

---

[11]
Molecular formula: C3H5F3
Method: DFT, ωB97M-V with the def2-TZVPD basis set

Atoms and positions in Å:
C1 -1.15346 -0.35481 -0.32100
C2 0.32373 -0.25521 -0.39421
C3 0.88738 0.59917 0.71417
H1 -1.54779 -0.73191 0.61815
H2 -1.49315 -1.05540 -1.04425
H3 0.57555 0.07745 -1.40712
H4 0.04821 1.09821 1.30794
H5 1.38304 -0.12903 1.28492
F1 -1.76037 0.82091 -0.71036
F2 1.01472 -1.49034 -0.17649
F3 1.72212 1.42095 0.12824

Summary:
SMILES	FCC(F)CF
ΔE to the lowest compared entry with this formula, charge and spin	37.8	kcal/mol
HOMO-LUMO gap	12.80	eV
electronic energy	-11343.434	eV
highest occupied orbital energy	-11.67	eV

---

[12]
Molecular formula: C3H5F3
Method: DFT, ωB97M-V with the def2-TZVPD basis set

Atoms and positions in Å:
C1 0.54583 -0.49302 0.99063
C2 -0.26406 -0.62932 -0.26566
C3 -0.41741 0.82811 -0.84721
H1 0.82731 -1.46695 1.57195
H2 0.13560 0.33676 1.58092
H3 1.47551 -0.15256 0.64687
H4 -1.24688 -0.86183 0.07728
H5 -1.06166 0.77164 -1.70486
F1 0.34574 -1.35191 -1.13839
F2 -1.12624 1.56863 0.05653
F3 0.78626 1.45045 -0.96808

Summary:
SMILES	C[C@H](F)C(F)F
ΔE to the lowest compared entry with this formula, charge and spin	28.3	kcal/mol
HOMO-LUMO gap	12.51	eV
electronic energy	-11343.845	eV
highest occupied orbital energy	-11.44	eV

---

[13]
Molecular formula: C3H5FINO
Method: DFT, ωB97M-V with the def2-TZVPD basis set

Atoms and positions in Å:
C1 0.53953 -1.02452 -1.85117
C2 -0.13059 1.01111 -0.73039
C3 -0.74949 -1.96961 0.83252
N1 0.69947 0.09264 -1.43774
O1 0.68162 -2.07186 -2.31604
F1 -1.32013 -2.19271 -0.40376
I1 1.19733 -2.73684 1.15003
H1 -0.80161 0.43633 0.04449
H2 0.60573 1.75638 -0.23769
H3 -0.81242 1.57392 -1.34948
H4 -1.45685 -2.52766 1.43479
H5 1.73019 -1.15298 0.69000

Summary:
ΔE to the lowest compared entry with this formula, charge and spin	80.6	kcal/mol
HOMO-LUMO gap (spin up / spin down)	7.40 / 7.40	eV
electronic energy	-17542.706	eV
highest occupied orbital energy (spin up / spin down)	-7.82 / -7.82	eV

---

[14]
Molecular formula: C3H5FN2
Method: DFT, ωB97M-V with the def2-TZVPD basis set

Atoms and positions in Å:
C1 0.15218 -1.26601 -0.22316
C2 1.12202 -0.16084 -0.20606
C3 0.91284 1.17880 -0.08659
H1 -2.71715 0.20300 0.24480
H2 -1.12417 0.81110 0.57576
H3 0.55030 -2.36692 -0.18561
H4 1.68303 1.94946 0.04080
H5 -0.16177 1.35547 -0.49992
N1 -1.61959 0.15381 0.08801
N2 -1.13590 -1.12580 0.03463
F1 2.33821 -0.73206 0.21734

Summary:
SMILES	C=C(F)/C=N\N
ΔE to the lowest compared entry with this formula, charge and spin	58.8	kcal/mol
HOMO-LUMO gap	9.48	eV
electronic energy	-8886.596	eV
highest occupied orbital energy	-9.00	eV

---

[15]
Molecular formula: C3H5FNOPS2
Method: DFT, ωB97M-V with the def2-TZVPD basis set

Atoms and positions in Å:
C1 0.48252 -1.09250 -0.08680
C2 -0.88781 -1.36507 -0.31246
C3 -1.59433 -0.06227 -0.89342
N1 1.56866 -0.84792 0.19627
O1 -0.57418 0.94213 -1.10577
F1 3.37129 0.58189 1.69175
P1 0.02096 1.74625 0.12565
S1 1.34889 3.03634 -0.47411
S2 -0.52496 1.12029 1.85720
H1 -0.85120 -2.27295 -0.85602
H2 -1.45250 -1.65628 0.56214
H3 -2.39158 0.32369 -0.35697
H4 -1.95422 -0.12986 -1.91245
H5 3.43847 -0.32373 1.56499

Summary:
ΔE to the lowest compared entry with this formula, charge and spin	4.8	kcal/mol
HOMO-LUMO gap	8.79	eV
electronic energy	-40406.442	eV
highest occupied orbital energy	-9.34	eV

---

[16]
Molecular formula: C3H5FO
Method: DFT, ωB97M-V with the def2-TZVPD basis set

Atoms and positions in Å:
C1 -0.21970 0.17696 0.83264
C2 0.47734 0.08512 -0.47284
C3 -0.18241 -0.66247 -1.43305
H1 0.96466 1.17074 2.55311
H2 -0.04010 -0.91216 1.31376
H3 -1.31421 0.19684 0.63593
H4 1.54543 0.16738 -1.07842
H5 0.15619 -0.50183 -2.45211
O1 0.01874 1.35069 1.66710
F1 -1.40596 -1.07128 -1.56612

Summary:
ΔE to the lowest compared entry with this formula, charge and spin	92.1	kcal/mol
HOMO-LUMO gap	9.47	eV
electronic energy	-7952.517	eV
highest occupied orbital energy	-9.27	eV

---

[17]
Molecular formula: C3H5FO
Method: DFT, ωB97M-V with the def2-TZVPD basis set

Atoms and positions in Å:
C1 0.28019 0.21030 -1.46756
C2 0.70274 0.01384 -0.29140
C3 -0.00333 0.02118 1.00182
O1 2.28100 0.19514 -0.10743
F1 2.66668 -0.14448 1.15567
H1 1.07084 0.23383 -2.30707
H2 -0.80618 0.05215 -1.79397
H3 -1.00951 -0.10966 0.86705
H4 0.17056 -0.77771 1.68129
H5 0.23216 0.82709 1.52377

Summary:
SMILES	C=C(C)OF
ΔE to the lowest compared entry with this formula, charge and spin	112.5	kcal/mol
HOMO-LUMO gap	10.89	eV
electronic energy	-7951.629	eV
highest occupied orbital energy	-9.91	eV

---

[18]
Molecular formula: C3H5FO2
Method: DFT, ωB97M-V with the def2-TZVPD basis set

Atoms and positions in Å:
C1 -0.94424 0.67696 -0.66654
C2 -0.41057 -0.57253 -0.15291
C3 0.82315 -0.24199 0.75598
H1 -1.14453 1.27209 0.21689
H2 -0.31120 1.29326 -1.30758
H3 -1.90096 0.48096 -1.25021
H4 -0.15273 -1.31770 -0.88823
H5 2.72065 -0.33415 0.56056
O1 1.92276 -0.31880 0.01377
O2 0.80613 0.02591 1.95402
F1 -1.40846 -0.96401 0.76426

Summary:
SMILES	C[C@H](F)C(=O)O
ΔE to the lowest compared entry with this formula, charge and spin	0.4	kcal/mol
HOMO-LUMO gap	11.39	eV
electronic energy	-10004.446	eV
highest occupied orbital energy	-10.76	eV

---

[19]
Molecular formula: C3H5FOS
Method: DFT, ωB97M-V with the def2-TZVPD basis set

Atoms and positions in Å:
C1 -0.02807 0.29355 -0.30420
C2 -0.63069 -0.97235 0.29545
C3 1.40684 0.49587 0.09270
H1 -1.58784 1.41403 -0.34280
H2 -0.00828 0.14233 -1.38426
H3 -0.66811 -0.87510 1.35971
H4 -0.06310 -1.84678 0.03475
H5 1.58859 1.52765 0.39823
O1 -0.72878 1.43603 0.10000
F1 -1.92789 -1.08922 -0.17745
S1 2.64732 -0.52602 -0.07213

Summary:
SMILES	O[C@@H](C=S)CF
ΔE to the lowest compared entry with this formula, charge and spin	16.9	kcal/mol
HOMO-LUMO gap	8.58	eV
electronic energy	-18791.169	eV
highest occupied orbital energy	-9.12	eV

---

[20]
Molecular formula: C3H5FOS
Method: DFT, ωB97M-V with the def2-TZVPD basis set

Atoms and positions in Å:
C1 0.11420 -0.08045 0.71005
C2 -1.17694 -0.94272 0.42026
C3 1.21946 -0.85551 0.23050
H1 0.39632 1.17859 -1.19836
H2 0.29183 -0.03006 1.77342
H3 -0.87214 -2.01334 0.46264
H4 -1.95052 -0.69143 1.16222
H5 1.41205 -1.87795 0.59086
O1 2.05449 -0.47194 -0.56251
F1 -1.62943 -0.64967 -0.81433
S1 -0.12431 1.52055 0.05459

Summary:
SMILES	O=C[C@@H](S)CF
ΔE to the lowest compared entry with this formula, charge and spin	18.9	kcal/mol
HOMO-LUMO gap	9.99	eV
electronic energy	-18791.082	eV
highest occupied orbital energy	-9.37	eV